(1)
C16H23BN6Pd | the ωB97M-V functional and the def2-TZVPD basis

LUMO energy (alpha / beta) in hartree: -0.005 / -0.012
Kohn-Sham gap (alpha / beta) in Ha: 0.2558 / 0.2980
Net charge: 0
Multiplicity: 3
Expectation value of S²: 2.014
E_HOMO (alpha / beta) in eV: -7.10 / -8.44

Last column: Löwdin charge in e.
Atoms and positions in Å:
1 H 1.752162 3.991987 0.399735  0.104
2 N 1.296289 2.163845 -0.587497  -0.087
3 B 0.522415 0.419867 -2.382444  -0.520
4 N 0.499169 1.820169 -1.670590  0.007
5 C -0.100086 2.952733 -2.136402  -0.061
6 Pd 2.427739 0.862844 0.581380  0.669
7 H -0.727968 2.955441 -3.011807  0.116
8 C 0.305533 4.022711 -1.347326  -0.067
9 H 0.024616 5.053189 -1.464883  0.088
10 C 1.189044 3.496539 -0.385709  -0.144
11 H 1.071543 0.538352 -3.465650  0.112
12 C -1.471031 -2.447620 1.142172  -0.104
13 H -0.669904 -2.848598 1.789489  0.066
14 H -1.328420 -2.831987 0.121900  0.068
15 H -2.437774 -2.824530 1.506650  0.076
16 N -0.950259 0.085458 -2.681373  -0.074
17 N 1.127754 -0.830360 -1.678432  0.000
18 N -1.694565 -0.654987 -1.807308  0.067
19 N 1.977180 -0.774508 -0.586361  -0.078
20 C -1.652708 0.372999 -3.806423  -0.111
21 C 1.118691 -2.104355 -2.160538  -0.066
22 H -1.203899 0.908255 -4.631672  0.112
23 H 0.566940 -2.370094 -3.045659  0.128
24 C -2.927412 -0.168235 -3.662648  -0.082
25 C 1.954102 -2.875746 -1.365958  -0.068
26 C -2.918009 -0.779906 -2.382240  -0.146
27 C 2.464992 -2.019613 -0.376405  -0.140
28 H -3.723198 -0.139029 -4.376220  0.076
29 H 2.188284 -3.919128 -1.477130  0.089
30 H -3.738487 -1.287977 -1.901330  0.090
31 H 3.158934 -2.200955 0.434017  0.101
32 H -2.292444 -0.785444 0.473260  0.079
33 C 1.542388 -0.574463 2.866955  -0.059
34 C 0.210409 0.148456 2.881927  -0.648
35 C -0.572867 -0.343195 4.090309  -0.048
36 C 0.378446 1.655619 2.896834  -0.064
37 C -0.564774 -0.152357 1.656363  0.037
38 C -1.415791 -0.954409 1.102485  -0.198
39 H 1.994408 -0.513995 3.860013  0.091
40 H 2.285060 -0.108315 2.150597  0.016
41 H 1.395154 -1.620115 2.583359  0.087
42 H -0.036318 -0.105904 5.015722  0.086
43 H -1.566226 0.115982 4.133661  0.095
44 H -0.699465 -1.430252 4.049275  0.089
45 H 1.028048 1.995626 2.072495  0.030
46 H -0.600285 2.119271 2.738859  0.097
47 H 0.812593 1.986720 3.844527  0.090

Force components x, y, z for each atom (eV/Å):
H -0.218 -0.183 -0.168
N -0.673 0.992 -1.106
B -0.671 -0.114 -0.999
N 1.194 1.037 1.571
C 0.886 -0.401 0.851
Pd -0.118 0.379 -0.378
H -0.057 -0.182 0.103
C 0.224 -0.170 0.145
H -0.079 0.043 -0.024
C -0.675 -1.149 -1.154
H 0.012 0.166 0.262
C 1.146 -1.206 0.796
H -0.330 -0.177 -0.289
H 0.004 0.079 0.228
H 0.172 0.233 -0.059
N -0.699 -0.948 -0.075
N 1.418 -0.258 1.395
N -1.177 0.551 -1.098
N -0.466 -1.575 -1.088
C -0.521 -0.532 0.478
C 0.543 0.874 0.821
H -0.004 -0.057 0.122
H -0.137 0.095 0.056
C 0.715 0.139 0.608
C 0.086 0.052 0.264
C 1.630 0.618 -0.550
C -0.937 1.009 -1.132
H -0.237 0.053 -0.149
H -0.107 -0.063 -0.068
H 0.165 -0.132 0.166
H -0.145 -0.021 -0.124
H 0.535 1.660 -0.134
C 0.650 -0.029 0.109
C 0.009 -0.265 -1.002
C -0.268 -0.064 0.451
C 0.142 0.539 0.349
C -1.031 0.406 0.063
C -1.101 -1.050 -0.351
H 0.171 -0.092 -0.067
H -0.323 -0.611 0.812
H 0.238 0.128 0.044
H -0.053 0.035 -0.046
H 0.173 -0.072 -0.041
H -0.025 0.148 -0.029
H -0.226 -0.106 0.254
H 0.200 0.101 0.175
H -0.039 0.122 0.008

(2)
C7H14 | the ωB97M-V functional and the def2-TZVPD basis

LUMO energy in hartree: -0.064
Kohn-Sham gap in Ha: 0.1907
Relative energy (zero: lowest compared OMol25 entry of this formula, charge and spin) in kcal per mole: 180.68
Net charge: 0
E_HOMO in eV: -6.94

Last column: Löwdin charge in e.
Atoms and positions in Å:
1 C -2.636600 0.311599 0.357978  -0.077
2 C -1.089416 0.357826 -0.113228  -0.337
3 C -0.101648 1.237784 0.554275  -0.237
4 C 1.338946 0.513846 0.685983  -0.178
5 C 1.345276 0.084836 -1.746651  0.093
6 C 1.392461 -0.419910 -0.481651  -0.500
7 C 1.572112 -1.819813 -0.260126  0.079
8 H -3.161119 -0.391542 -0.350597  0.079
9 H -3.024577 1.374506 0.281257  0.079
10 H -2.866562 -0.024264 1.304174  0.013
11 H -0.835192 0.264039 -1.101431  0.043
12 H -0.631921 -0.701951 0.267398  0.000
13 H -0.450538 1.386026 1.655282  0.127
14 H -0.007846 2.296666 0.052750  0.131
15 H 2.130798 1.255100 0.656992  0.106
16 H 1.338880 0.014344 1.679697  0.100
17 H 0.976558 1.086543 -1.975546  0.092
18 H 1.616022 -0.660602 -2.490010  0.075
19 H 1.780933 -2.133102 0.757201  0.015
20 H -0.521721 -1.428243 1.329675  0.206
21 H 1.835151 -2.603691 -1.063419  0.093

Force components x, y, z for each atom (eV/Å):
C 1.544 1.846 -4.265
C -1.391 -2.349 3.556
C 0.535 2.489 2.287
C -2.185 0.568 0.160
C -0.104 -1.146 0.442
C 1.587 -0.734 -0.186
C 0.557 -0.468 0.240
H 0.301 1.023 0.559
H 0.017 -1.293 -0.149
H 0.320 -0.821 2.353
H -0.929 0.287 -2.582
H -1.476 1.069 -0.019
H 0.552 0.189 -1.852
H -0.116 -1.853 0.987
H 0.148 -0.046 -0.050
H 0.131 -0.017 -0.806
H 0.599 -0.280 -0.078
H -0.384 0.575 -0.519
H 0.111 0.007 -0.180
H 1.079 -0.604 -1.030
H -0.895 1.557 1.132

(3)
C9H8NO2 | the ωB97M-V functional and the def2-TZVPD basis

LUMO energy in hartree: 0.136
Kohn-Sham gap in Ha: 0.2133
Relative energy (zero: lowest compared OMol25 entry of this formula, charge and spin) in kcal per mole: 76.25
Net charge: -1
E_HOMO in eV: -2.09

Last column: Löwdin charge in e.
Atoms and positions in Å:
1 C 1.947150 -2.172206 0.061726  -0.097
2 C 1.098708 -1.580327 1.028741  -0.025
3 C 1.782153 -1.482639 -1.128461  -0.127
4 C 0.466580 -0.591369 0.344854  -0.189
5 C -2.960160 1.007079 0.348309  -0.147
6 C -0.555022 0.522575 0.158940  -0.227
7 C -2.116642 0.159458 -0.199318  -0.496
8 C 0.153147 0.565079 -1.307482  -0.075
9 C -0.274130 1.687049 1.115161  -0.047
10 N 0.930084 -0.524915 -0.931979  -0.057
11 O -3.586081 1.853969 0.985561  -0.019
12 O -2.340298 -0.886387 -0.902018  -0.169
13 H 2.473932 -3.007159 0.264621  0.040
14 H 0.964761 -1.873186 2.000845  0.064
15 H 2.459544 -1.494521 -2.010789  0.115
16 H -0.636842 0.371230 -2.100503  0.126
17 H 0.659131 1.460690 -1.762606  0.119
18 H 0.898914 1.920620 1.202389  0.129
19 H -0.651591 1.493371 2.043260  0.040
20 H -0.713338 2.571588 0.788748  0.043

Force components x, y, z for each atom (eV/Å):
C -1.572 2.108 -0.279
C -0.020 0.367 -1.935
C 3.730 -1.958 -2.040
C -1.440 0.314 0.011
C -0.752 2.589 2.007
C 0.164 0.941 -1.274
C 1.681 -0.698 0.962
C -2.835 2.713 -2.439
C 3.565 -0.301 -2.261
N -0.820 0.013 2.366
O 0.792 -1.660 -1.384
O -0.017 -0.309 -0.584
H 2.039 -2.450 0.212
H -0.369 -0.691 2.105
H -0.876 -0.317 0.594
H 0.816 -0.446 0.967
H 0.143 -0.466 1.195
H -2.456 -0.718 -0.172
H -0.864 -0.693 2.661
H -0.908 1.661 -0.710

(4)
C4H2BrClN2O | the ωB97M-V functional and the def2-TZVPD basis

LUMO energy (alpha / beta) in hartree: -0.054 / -0.056
Kohn-Sham gap (alpha / beta) in Ha: 0.2633 / 0.2793
Relative energy (zero: lowest compared OMol25 entry of this formula, charge and spin) in kcal per mole: 101.23
Net charge: 0
E_HOMO (alpha / beta) in eV: -8.63 / -9.13

Last column: Löwdin charge in e.
Atoms and positions in Å:
1 C 1.398500 -0.480875 -0.394486  -0.300
2 C 0.554451 -1.566432 -0.460193  -0.550
3 C 4.310986 -2.067034 0.423310  -0.278
4 C -1.704397 -0.975833 -0.435060  -0.478
5 N 2.595550 -0.400380 0.102551  0.047
6 N 3.279204 -1.542691 0.242129  0.054
7 O 5.241991 -2.828644 0.453172  0.108
8 Cl 0.989558 -3.156110 -0.760489  0.699
9 Br -3.045907 -2.121992 0.199123  0.617
10 H 0.933782 0.530298 -0.416806  0.114
11 H -1.557938 0.020705 -0.012446  -0.032

Force components x, y, z for each atom (eV/Å):
C -1.529 1.402 1.129
C -3.387 -0.143 -0.718
C 3.690 -3.027 -0.313
C 2.916 -1.085 0.332
N 1.708 0.521 -0.241
N -2.229 0.747 -0.086
O -1.731 1.897 0.383
Cl -0.334 0.110 0.193
Br 1.109 0.678 -0.417
H 0.182 -0.871 -0.208
H -0.394 -0.227 -0.053